Entry 1:
C26H41BrCoN6P2 | ωB97M-V/def2-TZVPD

**2S+1**: 4
**Charge**: +2
**⟨S²⟩**: 3.77
**Relative energy (zero: lowest compared OMol25 entry of this formula, charge and spin)**: 8.1 kcal/mol
**HOMO-LUMO gap (spin up / spin down)**: 6.996 / 4.132 eV

Cartesian coordinates (Å):
C  -0.53  5.95  -3.25
C  -0.70  4.65  -3.82
C  -1.05  4.62  -5.18
C  -1.25  5.81  -5.90
N  -1.09  7.00  -5.33
C  -0.74  7.09  -4.04
C  -0.65  3.40  -3.14
C  -0.90  2.55  -2.25
C  -1.29  2.25  -0.87
C  -0.44  2.36  0.24
C  -0.88  1.93  1.49
C  -2.17  1.38  1.63
C  -3.09  1.54  0.58
C  -2.65  1.89  -0.70
Co  -1.31  0.58  -2.37
P  1.93  -0.89  1.04
H  -1.21  3.66  -5.66
H  -0.28  6.06  -2.20
H  -1.54  5.75  -6.96
H  -0.62  8.10  -3.62
H  -3.35  2.07  -1.52
H  0.58  2.74  0.06
H  -4.13  1.24  0.69
H  -0.17  1.83  2.32
C  1.87  -2.45  2.06
C  2.73  -3.65  1.68
H  0.80  -2.72  2.07
H  2.11  -2.10  3.08
H  2.64  -4.40  2.48
H  2.39  -4.13  0.75
H  3.80  -3.40  1.60
C  2.49  -1.49  -0.62
C  3.11  -0.36  -1.45
H  1.59  -1.88  -1.11
H  3.18  -2.34  -0.48
H  3.11  -0.66  -2.51
H  2.51  0.56  -1.36
H  4.16  -0.15  -1.19
C  3.53  -0.18  1.70
C  4.79  -1.01  1.59
H  3.27  0.01  2.75
H  3.65  0.80  1.22
H  5.65  -0.35  1.76
H  4.84  -1.79  2.37
H  4.92  -1.47  0.60
Br  -2.50  0.14  2.95
P  -2.25  -3.06  -1.02
C  -0.46  -3.42  -0.85
C  -0.16  -4.91  -1.02
H  -0.13  -3.04  0.13
H  0.02  -2.83  -1.65
H  0.92  -5.06  -1.10
H  -0.50  -5.50  -0.16
H  -0.62  -5.32  -1.92
C  -2.85  -3.08  0.75
C  -4.32  -3.51  0.86
H  -2.69  -2.07  1.15
H  -2.20  -3.80  1.30
H  -4.60  -3.55  1.92
H  -4.98  -2.81  0.35
H  -4.47  -4.51  0.43
C  -2.41  -1.31  -1.55
C  -2.78  -1.32  -3.03
H  -1.38  -0.82  -1.33
H  -3.21  -0.90  -0.91
H  -3.08  -0.31  -3.38
H  -1.97  -1.73  -3.64
H  -3.64  -1.98  -3.17
N  0.97  3.26  5.69
N  1.25  1.97  5.24
N  0.83  0.88  5.93
C  1.03  -0.06  5.00
N  1.50  0.40  3.85
N  1.56  1.74  3.98
H  1.49  3.92  5.12
H  1.18  3.28  6.68
H  0.83  -1.11  5.17

Entry 2:
C38H49BCaN12O5S5 | ωB97M-V/def2-TZVPD

**Charge**: 0
**Relative energy (zero: lowest compared OMol25 entry of this formula, charge and spin)**: 52.7 kcal/mol
**HOMO-LUMO gap**: 5.134 eV

Cartesian coordinates (Å):
Ca  -0.13  -0.63  0.05
C  -1.48  0.42  4.48
C  -1.41  -0.28  3.27
N  -0.31  -0.42  2.57
C  0.82  0.12  3.05
C  0.87  0.83  4.27
C  -0.34  0.99  4.98
C  2.11  1.32  4.75
C  3.27  1.07  4.09
C  3.26  0.34  2.87
C  4.44  0.01  2.17
C  4.35  -0.76  1.03
C  3.08  -1.10  0.55
N  1.96  -0.74  1.15
C  2.03  -0.10  2.32
H  -2.42  0.51  5.00
H  -2.29  -0.77  2.87
H  -0.34  1.53  5.91
H  2.11  1.88  5.68
H  4.22  1.42  4.47
H  5.40  0.34  2.55
H  5.23  -1.08  0.50
H  2.97  -1.71  -0.33
O  0.65  3.87  0.49
C  -0.63  4.32  0.58
C  -0.87  5.69  0.65
C  -2.16  6.15  0.80
C  -3.22  5.26  0.88
C  -2.99  3.90  0.78
C  -1.70  3.41  0.61
C  -1.42  1.96  0.52
O  -0.21  1.53  0.63
N  -2.47  1.22  0.35
N  -2.29  -0.13  0.34
C  -3.42  -0.72  0.43
S  -4.88  0.29  0.45
C  -5.99  -1.16  0.31
C  -5.38  -2.26  1.15
S  -3.63  -2.42  0.64
H  0.52  2.85  0.49
H  -0.04  6.37  0.61
H  -2.35  7.22  0.87
H  -4.22  5.62  1.04
H  -3.80  3.19  0.83
H  -6.02  -1.45  -0.74
H  -6.98  -0.86  0.65
H  -5.85  -3.22  0.98
H  -5.41  -2.01  2.21
C  0.03  -3.36  4.05
N  -0.91  -3.87  3.10
C  -2.10  -4.49  3.41
C  -2.59  -4.99  2.26
N  -1.73  -4.70  1.24
B  -1.94  -5.34  -0.18
N  -0.98  -4.76  -1.22
C  0.29  -5.22  -1.45
C  0.78  -4.63  -2.56
N  -0.19  -3.79  -3.03
C  -0.15  -3.01  -4.23
C  -1.25  -3.87  -2.19
S  -2.66  -2.99  -2.44
C  -0.71  -4.00  1.76
S  0.65  -3.35  1.00
H  -0.42  -2.58  4.67
H  0.87  -2.95  3.49
H  0.39  -4.16  4.70
H  -2.47  -4.52  4.41
H  -3.49  -5.53  2.07
H  -3.07  -5.13  -0.50
H  -1.70  -6.51  -0.05
H  0.74  -5.94  -0.80
H  1.72  -4.72  -3.06
H  0.72  -3.29  -4.80
H  -0.08  -1.94  -3.98
H  -1.06  -3.18  -4.81
N  1.96  1.59  -1.41
C  2.66  0.61  -2.23
C  3.00  1.17  -3.60
C  3.53  2.60  -3.55
C  4.75  2.78  -2.63
N  4.51  2.54  -1.21
C  3.47  3.06  -0.54
N  2.97  4.26  -0.89
N  3.29  2.70  0.75
C  1.88  -0.76  -2.39
O  2.31  -1.51  -3.26
O  0.94  -0.95  -1.59
H  1.56  1.09  -0.61
H  1.13  1.90  -1.93
H  3.58  0.33  -1.71
H  2.10  1.16  -4.22
H  3.71  0.49  -4.07
H  2.71  3.25  -3.23
H  3.84  2.91  -4.55
H  5.14  3.80  -2.74
H  5.54  2.09  -2.94
H  4.81  1.63  -0.88
H  3.12  4.59  -1.83
H  2.10  4.50  -0.43
H  3.49  1.75  1.03
H  2.49  3.12  1.20
C  -1.39  1.63  -4.57
S  -1.94  1.67  -2.80
C  -3.27  0.44  -3.01
O  -0.83  1.03  -2.07
H  -2.16  2.09  -5.18
H  -1.21  0.60  -4.86
H  -0.48  2.21  -4.64
H  -3.85  0.70  -3.88
H  -3.90  0.49  -2.12
H  -2.84  -0.56  -3.09

Entry 3:
C31H32CdClN4O6SSbSe4 | ωB97M-V/def2-TZVPD

**Charge**: -2
**Relative energy (zero: lowest compared OMol25 entry of this formula, charge and spin)**: 0.0 kcal/mol
**HOMO-LUMO gap**: 5.593 eV

Cartesian coordinates (Å):
Cd  -0.36  -0.28  -0.15
Se  -2.01  -2.29  -4.52
Sb  -2.58  -1.65  -2.24
Se  -0.92  -2.66  -0.58
Se  -2.07  0.85  -1.80
Se  -4.92  -2.10  -1.68
O  4.55  1.57  3.17
C  4.51  2.45  2.20
O  5.40  3.26  2.01
C  3.29  2.43  1.34
C  2.97  3.37  0.38
Cl  3.86  4.73  -0.14
N  1.79  3.01  -0.19
N  1.34  1.87  0.35
C  2.21  1.50  1.26
C  2.01  0.20  2.00
O  2.72  0.01  3.03
O  1.19  -0.59  1.52
C  1.05  3.64  -1.23
C  0.86  5.02  -1.24
C  0.13  5.59  -2.27
C  -0.41  4.79  -3.27
C  -0.22  3.42  -3.24
C  0.52  2.84  -2.23
H  3.72  0.92  3.13
H  1.26  5.62  -0.44
H  -0.02  6.66  -2.29
H  -0.99  5.24  -4.06
H  -0.66  2.78  -4.00
H  0.70  1.77  -2.20
C  0.78  0.20  -4.52
N  1.79  -0.72  -4.04
C  2.47  -1.49  -5.05
C  3.80  -1.99  -4.50
C  3.51  -2.78  -3.24
N  2.77  -1.96  -2.31
C  2.77  -2.42  -0.94
C  1.93  -0.95  -2.71
O  1.35  -0.23  -1.89
H  1.24  1.11  -4.92
H  0.11  0.48  -3.71
H  0.18  -0.29  -5.29
H  2.64  -0.85  -5.92
H  1.85  -2.34  -5.37
H  4.43  -1.13  -4.25
H  4.32  -2.61  -5.23
H  4.44  -3.09  -2.75
H  2.94  -3.69  -3.49
H  3.78  -2.35  -0.52
H  2.43  -3.45  -0.88
H  2.11  -1.80  -0.34
O  -1.86  0.27  1.53
S  -2.84  1.38  1.32
C  -4.46  0.55  1.39
C  -5.57  1.54  1.25
C  -5.51  2.54  0.28
C  -6.54  3.46  0.16
C  -7.65  3.40  1.00
C  -7.72  2.39  1.96
C  -6.69  1.47  2.08
C  -2.86  2.21  3.00
C  -3.07  1.25  4.12
C  -4.30  1.16  4.77
C  -4.53  0.20  5.73
C  -3.52  -0.71  6.07
C  -2.29  -0.61  5.45
C  -2.05  0.36  4.49
H  -4.49  -0.01  2.32
H  -4.47  -0.16  0.55
H  -4.67  2.58  -0.40
H  -6.49  4.23  -0.60
H  -8.45  4.12  0.91
H  -8.59  2.32  2.60
H  -6.76  0.67  2.81
H  -3.64  2.97  2.94
H  -1.87  2.67  3.02
H  -5.08  1.86  4.50
H  -5.49  0.14  6.22
H  -3.71  -1.48  6.80
H  -1.50  -1.31  5.71
H  -1.09  0.42  4.00

Entry 4:
C10H14N | ωB97M-V/def2-TZVPD

**Charge**: +1
**Relative energy (zero: lowest compared OMol25 entry of this formula, charge and spin)**: 145.6 kcal/mol
**HOMO-LUMO gap (spin up / spin down)**: 7.692 / 8.338 eV

Cartesian coordinates (Å):
C  -3.10  0.86  -1.66
C  -2.00  0.77  -1.09
C  -0.24  -1.26  2.11
C  -1.26  -0.52  1.89
C  1.06  -1.39  1.31
C  1.25  1.06  0.74
C  0.21  1.82  -0.09
C  1.29  -0.39  0.24
C  -0.69  0.71  -0.58
C  0.47  -0.63  -2.10
N  0.06  -0.51  -0.70
H  -4.16  0.81  -2.09
H  -0.33  -2.02  2.94
H  -2.30  -0.24  2.22
H  1.89  -1.21  1.91
H  0.80  -2.36  0.95
H  2.12  1.64  0.64
H  0.90  1.26  1.72
H  -0.31  2.63  0.57
H  0.58  2.55  -0.96
H  2.22  -0.57  -0.36
H  1.34  -1.44  -2.17
H  -0.38  -0.66  -2.83
H  1.05  0.32  -2.25
H  -0.47  -1.24  -0.38

Entry 5:
C32H16N9OSSn | ωB97M-V/def2-TZVPD

**Charge**: -1
**HOMO-LUMO gap (spin up / spin down)**: 4.946 / 4.945 eV

Cartesian coordinates (Å):
Sn  -0.14  -0.10  -1.13
C  2.38  5.65  -1.85
C  3.50  4.95  -2.28
C  3.68  3.61  -1.96
C  2.70  2.99  -1.21
C  2.47  1.61  -0.83
N  1.26  1.51  -0.22
C  0.72  2.75  -0.09
N  -0.33  3.08  0.62
C  -1.13  2.18  1.16
C  -2.05  2.48  2.25
C  -2.33  3.64  2.96
C  -3.28  3.57  3.96
C  -3.93  2.38  4.26
C  -3.65  1.22  3.56
C  -2.71  1.27  2.55
C  -2.18  0.29  1.61
N  -2.59  -0.96  1.57
C  -1.91  -1.92  0.98
N  -0.64  -1.84  0.55
C  -0.21  -3.08  0.21
N  1.02  -3.40  -0.15
C  1.95  -2.52  -0.42
N  1.82  -1.18  -0.59
C  3.03  -0.63  -0.85
N  3.33  0.64  -1.04
C  4.03  -1.68  -0.89
C  5.39  -1.69  -1.15
C  6.06  -2.90  -1.07
C  5.39  -4.08  -0.75
C  4.02  -4.09  -0.53
C  3.34  -2.88  -0.60
C  -1.29  -4.04  0.37
C  -1.40  -5.39  0.13
C  -2.64  -5.98  0.30
C  -3.75  -5.24  0.71
C  -3.63  -3.89  0.99
C  -2.39  -3.29  0.84
N  -1.26  0.88  0.82
C  1.58  3.71  -0.75
C  1.41  5.04  -1.08
H  2.26  6.68  -2.16
H  4.23  5.45  -2.90
H  4.53  3.06  -2.33
H  -1.84  4.56  2.71
H  -3.54  4.47  4.52
H  -4.67  2.37  5.04
H  -4.16  0.30  3.79
H  5.89  -0.78  -1.42
H  7.12  -2.93  -1.25
H  5.95  -5.00  -0.66
H  3.48  -4.99  -0.31
H  -0.55  -5.96  -0.21
H  -2.77  -7.04  0.11
H  -4.71  -5.72  0.80
H  -4.48  -3.30  1.32
H  0.52  5.56  -0.76
O  -0.06  3.13  -3.38
S  1.07  2.20  -3.59
N  1.00  0.89  -2.91

Entry 6:
C5H17NO2 | ωB97M-V/def2-TZVPD

**Charge**: 0
**Relative energy (zero: lowest compared OMol25 entry of this formula, charge and spin)**: 184.1 kcal/mol
**HOMO-LUMO gap**: 3.524 eV

Cartesian coordinates (Å):
C  -0.89  -0.21  2.45
C  -1.77  -1.06  1.57
N  -1.61  -0.45  -1.53
C  0.67  -0.87  -1.45
C  -0.44  0.10  -2.04
C  -0.23  1.58  -1.66
H  -1.41  0.39  3.20
H  -0.39  0.47  1.75
H  -0.04  -0.77  2.84
H  -1.95  -2.05  2.00
H  -2.76  -0.65  1.39
H  -1.35  -1.14  0.58
H  0.44  -1.89  -1.76
H  1.68  -0.55  -1.70
H  0.54  -0.80  -0.37
H  -0.41  0.12  -3.14
H  -0.55  1.77  -0.63
H  0.79  1.94  -1.73
H  -0.83  2.25  -2.28
H  2.27  1.89  0.41
H  1.70  0.35  1.05
O  1.47  1.50  0.78
H  2.89  -0.62  1.68
H  -2.32  -0.56  -2.28
O  2.07  -0.78  1.21

Entry 7:
C18H24N4O4 | ωB97M-V/def2-TZVPD

**SMILES**: CCCCN(C(=O)/C=C/c1ccco1)c1c(N)n(CCC)c(=O)[nH]c1=O
**Charge**: 0
**Relative energy (zero: lowest compared OMol25 entry of this formula, charge and spin)**: 19.7 kcal/mol
**HOMO-LUMO gap**: 8.487 eV

Cartesian coordinates (Å):
C  -1.40  -2.60  -1.66
C  -0.07  -1.86  -1.68
C  -0.17  -0.43  -2.21
C  -1.04  0.48  -1.35
N  -0.53  0.57  0.01
C  -1.21  0.15  1.09
O  -0.66  -0.04  2.18
C  -2.67  -0.07  1.00
C  -3.52  0.85  0.52
C  -4.95  0.75  0.56
C  -5.80  -0.22  1.05
C  -7.10  0.24  0.81
C  -6.97  1.45  0.20
O  -5.68  1.76  0.05
C  0.79  1.11  0.11
C  1.85  0.44  0.68
N  1.69  -0.79  1.23
N  3.12  1.00  0.66
C  4.27  0.30  1.20
C  4.77  -0.81  0.26
C  5.96  -1.53  0.87
C  3.38  2.24  0.09
O  4.49  2.72  0.04
N  2.28  2.88  -0.41
C  0.96  2.43  -0.45
O  0.10  3.15  -0.92
H  -1.86  -2.57  -2.64
H  -1.26  -3.64  -1.37
H  -2.09  -2.15  -0.95
H  0.35  -1.84  -0.67
H  0.63  -2.41  -2.31
H  0.83  -0.01  -2.29
H  -0.60  -0.45  -3.22
H  -1.07  1.48  -1.79
H  -2.06  0.09  -1.31
H  -3.03  -0.94  1.52
H  -3.14  1.76  0.07
H  -5.52  -1.14  1.51
H  -8.02  -0.26  1.05
H  -7.69  2.16  -0.16
H  2.47  -1.15  1.76
H  0.79  -0.86  1.72
H  5.05  1.05  1.31
H  4.04  -0.09  2.19
H  5.06  -0.35  -0.68
H  3.97  -1.52  0.06
H  6.77  -0.83  1.06
H  5.69  -2.00  1.81
H  6.32  -2.30  0.19
H  2.45  3.81  -0.79

Entry 8:
C3H3N3 | ωB97M-V/def2-TZVPD

**Charge**: 0
**Relative energy (zero: lowest compared OMol25 entry of this formula, charge and spin)**: 72.6 kcal/mol
**HOMO-LUMO gap**: 9.367 eV

Cartesian coordinates (Å):
N  -0.69  -0.76  -0.33
C  0.31  -0.07  0.28
C  1.66  -0.53  -0.06
N  2.71  -0.97  -0.30
C  -0.47  1.74  0.16
N  -1.62  1.86  0.36
H  -1.56  -0.27  -0.19
H  -0.53  -1.16  -1.24
H  0.20  0.16  1.33